Formula: C2H3NO2S2
Source: the OMol25 dataset
Level of theory: ωB97M-V with the def2-TZVPD basis set

Each line ends with the Löwdin charge.
Positions of all 10 atoms, in Å:
C  1.204  0.178  0.946  -0.265
C  -0.599  -0.227  -0.575  0.073
N  0.098  -0.028  0.428  -0.022
O  2.197  -1.106  -1.191  -0.391
O  3.713  -1.139  0.726  -0.361
S  3.033  1.430  -0.262  0.394
S  2.691  -0.448  0.002  0.163
H  1.541  0.620  1.962  0.142
H  -1.404  -0.964  -0.448  0.105
H  -0.605  0.419  -1.566  0.161

Computed properties:
**Total charge**: 0
**2S+1**: 1
**HOMO energy**: -9.1 eV
**ΔE to the lowest compared entry with this formula, charge and spin**: 331.6 kJ/mol
**Calculated total energy**: -1079.4945 a.u.